18
Properties=species:S:1:pos:R:3 method="wB97M-V/def2-TZVPD" homo_ha=-0.470 e_above_lowest_kj_mol=276.4 total_charge=+1 homo_lumo_gap_ev=8.16
C -1.7813 -0.2614 0.0261
C -1.1251 1.0199 0.6504
C -0.7986 -0.0854 -1.0849
C 2.1537 -0.4036 0.4967
N 1.7561 -1.6226 -0.0152
N -0.0647 0.9737 -0.3653
S 3.3141 0.4420 -0.3138
H -1.5908 -1.2024 0.7724
H -2.7891 0.0386 -0.3343
H -1.7920 1.9491 0.5150
H -0.6996 1.0087 1.6934
H -0.2042 -0.9180 -1.4225
H -1.1991 0.3469 -1.9344
H 1.7602 -0.0445 1.4700
H 0.9287 -2.0633 0.4818
H 2.0883 -2.0029 -0.9604
H 0.0155 1.9517 -0.8154
H 3.1645 1.6152 0.3894

12
Properties=species:S:1:pos:R:3 method="wB97M-V/def2-TZVPD" homo_ha=-0.329 e_above_lowest_kj_mol=247.1 homo_lumo_gap_ev=9.75
C 1.0191 0.7643 1.1172
C -1.5270 -0.2073 -0.9611
C 0.5122 -0.6625 -0.5174
O 1.2976 0.4121 -0.1341
F 0.7910 -1.1742 -1.7404
F 0.4441 -1.7701 0.2176
Br -2.2736 0.9248 0.2820
H 1.4198 1.8547 1.2629
H 1.5650 0.0351 1.7892
H -0.0387 0.8632 1.3754
H -1.4537 0.2245 -1.8750
H -1.7558 -1.2646 -0.8162

7
Properties=species:S:1:pos:R:3 method="wB97M-V/def2-TZVPD" homo_ha=-0.412 e_above_lowest_kj_mol=2.1 smiles="N#CC(=O)C=O" homo_lumo_gap_ev=9.37
N -1.5250 1.4657 -1.4754
C -1.0196 0.6695 -0.8062
C -0.4562 -0.3389 0.1086
O -1.1196 -1.2407 0.5517
C 1.0245 -0.2053 0.4649
O 1.7937 0.4060 -0.2253
H 1.3021 -0.7563 1.3817

72
Properties=species:S:1:pos:R:3 method="wB97M-V/def2-TZVPD" homo_ha="-0.347 / -0.347" e_above_lowest_kj_mol=0.0 s_squared=0.751 spin_multiplicity=2 total_charge=+1 homo_lumo_gap_ev="5.85 / 5.87"
Ce 1.3574 -0.6748 3.0729
C 2.0929 1.0139 4.7052
C 0.8303 1.4362 4.1425
C 0.4585 -0.5433 5.2814
C 1.8567 -0.1936 5.4003
C -0.1773 0.5123 4.5193
C 3.3649 1.7784 4.5571
H 3.1855 2.6585 3.9324
H 4.1595 1.1979 4.0879
H 3.7100 2.1311 5.5350
C 2.9506 -1.1057 5.7687
H 3.8205 -0.5072 6.0698
H 3.2770 -1.7492 4.9240
H 2.6619 -1.7544 6.5967
C -0.0155 -1.9380 5.2660
H 0.2620 -2.3863 6.2265
H 0.4723 -2.6157 4.4855
H -1.1089 -1.9511 5.1033
C -1.5963 0.6090 4.0459
H -2.2823 0.8719 4.8712
H -1.9771 -0.3173 3.5875
H -1.6824 1.4147 3.2991
C 0.5728 2.8275 3.6521
H 0.0760 3.4188 4.4502
H -0.0589 2.8510 2.7535
H 1.5225 3.3155 3.4247
C 2.7569 0.9055 -0.4627
C 2.7885 2.0216 0.2855
C 1.8391 3.1947 0.2940
C 0.4598 3.0237 -0.3734
C -0.4080 1.9414 0.2201
C -0.4465 0.6392 -0.1031
C 0.4226 -0.1289 -1.0512
C 1.7378 0.5646 -1.5466
H 2.4138 4.0381 -0.1395
H 0.5624 2.9447 -1.4656
H 1.6751 3.5050 1.3392
H 1.5021 1.4654 -2.1461
H 3.4679 0.0785 -0.2621
H 3.5832 2.0920 1.0424
H 2.2488 -0.1530 -2.2229
H 0.7031 -1.1336 -0.6677
H -1.2116 -0.0029 0.3721
H -0.2018 -0.3741 -1.9351
H -0.0964 3.9554 -0.1914
H -1.1148 2.2723 1.0016
P -1.0431 -1.1139 -4.1277
P -3.7510 -2.4454 -4.0107
C -1.8857 -1.3723 -5.7976
C -2.9368 -2.4522 -5.6837
H -1.1119 -1.6594 -6.5133
H -2.2872 -0.3973 -6.0963
H -3.7011 -2.2980 -6.4444
H -2.5200 -3.4540 -5.8212
C -4.7885 -3.9325 -4.3245
H -5.5083 -4.0261 -3.5053
H -4.1270 -4.8051 -4.3570
H -5.3108 -3.8159 -5.2806
C -5.0162 -1.1798 -4.4440
H -5.4405 -1.4279 -5.4205
H -4.5611 -0.1866 -4.4726
H -5.7991 -1.2109 -3.6825
C 0.5755 -1.8635 -4.6298
H 1.3378 -1.6797 -3.8578
H 0.8914 -1.4373 -5.5949
H 0.4215 -2.9486 -4.7401
C -0.7135 0.6824 -4.3745
H -1.6887 1.1911 -4.3693
H -0.2226 0.8485 -5.3437
H -0.0969 1.0920 -3.5611
N 5.0122 -0.5504 2.2773
C 3.8571 -0.7065 2.4290

8
Properties=species:S:1:pos:R:3 method="wB97M-V/def2-TZVPD" homo_ha="-0.134 / -0.134" e_above_lowest_kj_mol=470.6 total_charge=-1 homo_lumo_gap_ev="6.53 / 6.52"
C 0.0028 -0.3585 -0.2780
C -1.3384 -1.0652 -0.1650
N 0.9352 -0.4018 -0.9953
O -2.0446 -0.5659 -1.0332
O 1.1307 1.9451 1.0630
O -1.3558 -1.9967 0.5962
H 1.5747 0.3698 -1.1455
H 1.0954 2.0733 1.9577

104
Properties=species:S:1:pos:R:3 method="wB97M-V/def2-TZVPD" homo_ha=-0.212 homo_lumo_gap_ev=5.28
C 3.2777 -3.2889 1.2736
C 2.6537 -2.4468 0.1671
C 2.5571 -3.2343 -1.1403
C 3.4099 -1.1340 -0.0470
C 4.6949 -1.1573 -0.5934
C 5.3300 0.0227 -0.9656
C 4.6911 1.2496 -0.7793
C 3.4173 1.3110 -0.2179
C 2.6832 2.6390 -0.0302
C 2.9809 3.6482 -1.1387
C 2.9514 3.2400 1.3459
C 2.8088 0.1110 0.1760
N 1.4591 0.1528 0.6608
N 0.4559 0.3887 -0.2092
N -0.6697 0.2080 0.5227
C -1.9567 0.1597 -0.1313
C -2.5519 -1.0816 -0.3826
C -1.8085 -2.3969 -0.1173
C -1.6491 -3.2118 -1.4023
C -2.4802 -3.2372 0.9624
C -3.8322 -1.1003 -0.9431
C -4.4672 0.0941 -1.2878
C -3.8141 1.3157 -1.1112
C -2.5350 1.3566 -0.5510
C -1.7946 2.6834 -0.3647
C -2.3877 3.4920 0.7822
C -1.7441 3.4948 -1.6582
C -0.3859 0.0179 1.8488
C -1.4576 -0.0492 2.8243
C 1.0002 -0.0419 1.9758
C 1.8722 -0.2260 3.0209
H 3.2131 -2.7597 2.2303
H 2.7465 -4.2437 1.3689
H 4.3332 -3.4914 1.0492
H 1.6368 -2.1809 0.4783
H 2.0576 -2.6310 -1.9077
H 3.5601 -3.4922 -1.5034
H 1.9836 -4.1592 -0.9979
H 5.1826 -2.1197 -0.7490
H 6.3306 -0.0101 -1.4024
H 5.1908 2.1705 -1.0749
H 1.6125 2.3993 -0.0948
H 2.8581 3.1820 -2.1219
H 2.2841 4.4938 -1.0730
H 4.0039 4.0357 -1.0536
H 2.7056 2.5224 2.1359
H 4.0116 3.5109 1.4409
H 2.3434 4.1407 1.4946
H -0.8048 -2.1276 0.2365
H -1.1177 -2.6284 -2.1631
H -1.0762 -4.1272 -1.2083
H -2.6349 -3.4914 -1.7969
H -2.5426 -2.6932 1.9111
H -3.4966 -3.5117 0.6497
H -1.9022 -4.1549 1.1301
H -4.3203 -2.0623 -1.1084
H -5.4769 0.0735 -1.6964
H -4.2936 2.2540 -1.3956
H -0.7593 2.4273 -0.1065
H -2.3759 2.9126 1.7133
H -1.8069 4.4089 0.9364
H -3.4278 3.7643 0.5561
H -1.2270 2.9204 -2.4354
H -2.7559 3.7336 -2.0065
H -1.1932 4.4291 -1.4970
H -1.0128 0.0191 3.8195
H -2.1709 0.7854 2.7238
H -2.0331 -0.9838 2.7513
H 1.4590 -0.2084 4.0066
H 2.9302 -0.3016 2.8017
C -1.7022 -6.4885 10.1812
C -0.9648 -5.6257 9.1958
C 0.3278 -5.9751 8.7969
C 1.0067 -5.2271 7.8399
C 0.4032 -4.0805 7.3068
S 1.2800 -3.1503 6.0808
O 2.6429 -3.5992 6.0316
O 0.4904 -2.9943 4.8897
N 1.2566 -1.5637 6.7409
C 1.7445 -1.1930 8.0075
C 2.2568 -1.9914 9.0211
C 2.4063 -1.4113 10.2876
C 2.0967 -0.0544 10.5061
C 1.6253 0.7518 9.4632
C 1.4352 0.1682 8.2153
C 0.7779 0.6062 6.9916
N 0.2003 1.8558 6.7431
O 0.2102 2.7298 7.6406
O -0.3138 2.0480 5.6064
C 0.6864 -0.4739 6.1329
C -0.8939 -3.7201 7.6914
C -1.5576 -4.4805 8.6513
H -2.7097 -6.0943 10.3483
H -1.7822 -7.5163 9.8014
H -1.1755 -6.5369 11.1438
H 0.8039 -6.8552 9.2350
H 2.0048 -5.5136 7.5214
H 2.5407 -3.0200 8.8194
H 2.7765 -2.0112 11.1165
H 2.2283 0.3762 11.5034
H 1.3847 1.8080 9.5961
H 0.0712 -0.5353 5.2517
H -1.3778 -2.8540 7.2495
H -2.5609 -4.1954 8.9754